Molecular formula: C28H64ClF2N5O6PS2
Method: DFT, wB97M-V/def2-TZVPD

```
109
Properties=species:S:1:pos:R:3:forces:R:3
C 5.073658 -5.809063 -2.189873 -0.5 -0.2 -0.7
C 4.033123 -6.082764 -3.361132 -0.3 -0.1 0.8
P 2.345428 -5.547783 -2.683780 1.2 0.7 1.4
C 1.540257 -6.980574 -1.790408 0.4 -1.6 -0.1
C 2.067942 -8.415680 -2.203368 -0.5 -0.5 0.2
N 1.412322 -5.022406 -4.112716 -2.0 -0.9 -0.6
C 0.473437 -3.970589 -3.819080 0.5 -0.2 0.4
N -0.861781 -4.117143 -3.322368 1.0 0.8 -1.6
F -0.943379 -5.064881 -2.336529 0.2 -0.6 -0.1
C -1.890085 -4.287562 -4.379636 -1.9 1.1 -0.1
C -3.172810 -3.429286 -4.010598 0.1 -0.8 1.1
C -4.532500 -4.193126 -4.198377 -1.0 1.4 -0.8
C -4.638535 -5.009932 -5.538032 1.0 -1.1 0.6
C -5.680079 -3.081323 -4.248747 -0.1 -1.3 -0.2
N 0.889087 -2.748620 -3.970280 -0.6 -0.7 -0.1
C 2.239805 -2.377593 -4.431541 0.7 1.2 -0.8
C 2.181263 -1.845488 -5.925869 0.3 1.3 0.6
C 3.121870 -0.569059 -6.015428 -0.5 -0.5 0.2
S 4.902636 -1.056971 -6.077562 -0.1 -0.3 0.1
C -0.036848 -1.617323 -3.648327 0.4 0.8 0.5
C -0.045502 -1.395667 -2.086977 -0.3 0.6 0.0
C -1.447549 -0.979443 -1.498097 0.9 -0.1 -0.3
Cl 1.105440 0.018459 -1.766108 -0.1 -0.9 -0.2
S 0.727530 -6.308925 -5.012546 -0.4 -5.2 -1.7
O -0.384260 -7.002134 -4.344388 1.9 2.5 -1.1
O 1.770639 -7.234457 -5.513829 -1.9 3.5 1.4
F 0.089177 -5.586282 -6.357612 1.0 -0.3 2.2
H 4.908813 -4.770481 -1.827039 0.3 -0.8 0.0
H 4.933390 -6.551950 -1.369241 0.2 0.7 -0.5
H 6.107935 -5.894747 -2.603793 -0.8 0.0 0.4
H 4.273144 -5.414372 -4.219205 -0.3 -0.6 0.4
H 4.011304 -7.156440 -3.645317 0.2 0.8 -0.1
H 1.782464 -6.853132 -0.701250 -0.2 0.3 -1.0
H 0.431266 -7.007915 -1.856895 0.8 0.5 -0.2
H 2.297547 -8.514872 -3.288136 -0.1 0.2 0.8
H 2.937652 -8.756157 -1.584834 -0.6 0.5 -0.7
H 1.259646 -9.165412 -1.995117 0.7 0.7 -0.2
H -1.480509 -3.867580 -5.332639 -0.1 -0.8 0.7
H -2.222962 -5.344346 -4.474580 0.8 0.6 0.0
H -3.082449 -3.209809 -2.910425 -0.1 0.0 -1.0
H -3.209820 -2.438274 -4.520602 0.2 -0.8 0.1
H -4.722762 -4.849095 -3.312717 0.2 0.4 -0.8
H -4.016762 -4.596192 -6.370093 -0.7 0.0 0.6
H -5.682059 -5.186771 -5.881176 0.8 0.4 0.3
H -4.214573 -6.032805 -5.330978 -0.4 0.8 -0.4
H -6.532542 -3.548943 -4.805262 0.5 0.6 0.6
H -6.058970 -2.812270 -3.237336 0.5 0.2 -0.7
H -5.339444 -2.212183 -4.854039 -0.3 -0.4 0.6
H 2.541211 -1.491522 -3.811144 -0.4 -0.9 -0.3
H 3.016251 -3.148867 -4.257857 -1.0 0.2 -0.1
H 1.151570 -1.457257 -6.146438 0.7 -0.7 0.1
H 2.497959 -2.596695 -6.679353 -0.4 0.4 0.5
H 2.975276 0.103723 -5.128817 0.0 -0.7 -0.7
H 2.867588 0.049503 -6.912916 0.5 -0.7 0.6
H 4.888915 -2.323998 -5.523719 -0.4 1.0 -0.3
H 0.415815 -0.703037 -4.103773 -0.4 -0.9 0.3
H -1.040241 -1.742461 -4.105446 0.7 -0.2 0.5
H 0.411334 -2.269639 -1.559957 -0.5 0.8 -0.4
H -1.270500 -0.150266 -0.773122 -0.4 -0.9 -0.3
H -2.080578 -0.566642 -2.317322 0.3 -0.5 0.6
H -1.895648 -1.878306 -1.011616 0.1 0.9 -0.4
C -1.496163 2.491610 -0.945335 -0.1 0.1 0.2
O -1.065629 2.110003 0.352393 0.1 -0.1 -0.5
C 0.343613 2.251291 0.548371 0.1 0.1 0.6
C 0.636231 3.378718 1.529040 -0.3 0.0 -0.3
N 0.333949 4.679744 0.941694 0.2 -0.1 0.2
C 0.362458 5.784135 1.904243 -0.3 0.1 -0.2
C -0.681069 5.768537 3.026413 0.2 0.3 0.0
O -2.015929 5.947941 2.575643 0.1 -0.3 0.1
C -2.673576 4.759275 2.176130 -0.2 0.3 0.0
H -2.547327 2.217913 -1.044718 0.0 0.0 0.1
H -1.407071 3.571914 -1.088902 0.0 0.0 -0.2
H -0.926792 1.969322 -1.720113 0.0 0.1 0.0
H 0.874694 2.398879 -0.396867 -0.2 0.2 0.0
H 0.698775 1.310197 0.978743 0.0 0.0 0.0
H 1.693564 3.343859 1.808481 0.0 0.0 0.0
H 0.036715 3.197005 2.429780 0.1 -0.2 0.1
H -0.586851 4.647847 0.523951 0.0 0.0 0.0
H 0.217382 6.701683 1.327391 0.0 0.0 0.1
H 1.362187 5.843496 2.345210 0.0 -0.1 0.0
H -0.470798 6.627199 3.670083 0.0 0.0 0.0
H -0.599937 4.887278 3.669465 -0.1 -0.1 -0.1
H -2.337112 3.887613 2.743212 0.1 0.0 0.0
H -2.539080 4.588826 1.104389 0.0 -0.2 0.0
H -3.742671 4.891490 2.350921 0.0 0.0 0.0
C 2.024736 4.444318 9.873625 -0.2 0.0 0.1
O 0.847042 5.139064 10.245578 0.4 0.0 -0.1
C 1.026425 6.551196 10.332648 -0.5 0.2 0.1
C 0.258744 7.259296 9.224451 0.3 -0.3 0.0
N 0.866680 7.012730 7.920244 -0.2 0.2 0.0
C 0.047206 7.459689 6.792942 0.2 -0.3 0.0
C -1.299031 6.759339 6.577092 0.0 0.3 -0.4
O -1.186899 5.395191 6.196714 -0.1 0.1 0.3
C -1.074129 4.483966 7.278436 0.1 -0.2 -0.3
H 1.829612 3.376472 9.971636 -0.1 0.1 0.0
H 2.295341 4.651700 8.833473 0.2 0.0 0.0
H 2.859811 4.705283 10.531185 0.0 0.0 -0.1
H 2.085501 6.830007 10.326299 0.0 -0.1 -0.2
H 0.613252 6.861637 11.296775 0.0 0.0 0.0
H 0.252989 8.335044 9.423874 0.0 0.0 -0.1
H -0.776687 6.898222 9.258382 -0.1 0.1 0.2
H 1.034435 6.020449 7.816532 0.0 0.0 0.0
H 0.649252 7.307894 5.892121 -0.1 0.0 0.0
H -0.120166 8.537227 6.882542 -0.1 0.0 0.1
H -1.788923 7.259304 5.735583 0.0 0.0 0.0
H -1.977309 6.873314 7.429299 0.1 -0.1 0.1
H -1.611800 4.823695 8.166622 0.1 0.1 0.0
H -0.023718 4.303136 7.518732 0.0 0.0 0.2
H -1.501472 3.530874 6.960957 0.0 0.1 0.0
```
Forces are in eV/Å.

Calculated values
total charge	+1
maximum force	5.5	eV/Å
electronic energy	-3627.61099	a.u.
Kohn-Sham gap	5.27	eV
HOMO level	-9.7045	eV